Record 1
Molecular formula: C26H38N2O3PS
Method: DFT, wB97M-V/def2-TZVPD

Calculated values
charge: -1

Positions of all 71 atoms, in Å:
C (-3.808900, 3.688282, -1.409484)
C (-4.259164, 2.411386, -1.718740)
C (-3.421740, 1.325410, -1.647570)
C (-2.095526, 1.447522, -1.231003)
C (-1.244839, 0.206049, -1.131735)
C (0.105530, 0.271475, -1.849640)
C (1.214519, 0.999447, -1.053483)
P (2.811545, -0.044813, -0.832432)
C (1.789138, -1.525569, -0.077028)
C (2.661489, -2.212522, 0.942820)
S (1.750406, -3.302831, 2.101340)
C (2.142860, -2.712047, 3.676528)
N (2.355154, -3.448688, 4.724898)
N (2.503643, -2.570925, 5.788628)
C (2.398089, -1.388202, 5.288212)
O (2.159811, -1.385067, 3.968803)
C (4.012054, 1.382273, -1.384596)
C (4.528456, 1.206605, -2.767394)
C (3.838781, 1.647168, -3.898361)
C (4.341614, 1.434013, -5.173392)
C (5.545745, 0.769157, -5.370148)
C (6.234346, 0.313155, -4.252641)
C (5.733519, 0.529249, -2.975071)
C (-1.653891, 2.729956, -0.905431)
C (-2.487376, 3.832703, -0.999193)
H (-4.468727, 4.537529, -1.478328)
H (-5.291717, 2.284943, -2.009701)
H (-3.843224, 0.362210, -1.898779)
H (-1.863098, -0.606993, -1.507158)
H (-1.085359, -0.029268, -0.078335)
H (-0.063134, 0.824987, -2.775229)
H (0.430974, -0.721621, -2.151301)
H (1.394712, 1.965004, -1.522094)
H (0.845954, 1.213831, -0.047679)
H (2.971996, 0.445672, 0.563369)
H (4.028605, -0.892394, -0.700195)
H (2.662556, -0.544508, -2.202930)
H (1.480106, -2.227717, -0.850269)
H (0.906991, -1.121968, 0.419154)
H (3.146905, -1.448754, 1.549911)
H (3.413409, -2.806461, 0.442150)
H (2.498331, -0.482034, 5.849810)
H (4.859606, 1.360008, -0.702306)
H (3.559386, 2.370940, -1.290364)
H (2.896058, 2.162111, -3.779663)
H (3.796725, 1.786645, -6.037957)
H (5.944886, 0.607227, -6.358362)
H (7.171128, -0.204996, -4.405421)
H (6.295456, 0.158190, -2.131743)
H (-0.646194, 2.894425, -0.561222)
H (-2.094455, 4.803316, -0.738913)
C (-5.370789, -0.025315, 2.220636)
C (-5.201030, 1.453488, 1.966278)
O (-6.098409, 2.118123, 1.500818)
C (-3.864440, 2.057505, 2.308182)
H (-6.371241, -0.331421, 1.922176)
H (-4.633762, -0.585496, 1.640830)
H (-5.229281, -0.242429, 3.281216)
H (-3.079893, 1.569281, 1.726076)
H (-3.656194, 1.934237, 3.372915)
H (-3.871281, 3.117201, 2.064219)
C (-1.954004, -4.024087, 1.860650)
C (-2.886280, -2.852540, 2.044507)
O (-2.928493, -1.927601, 1.268419)
C (-3.780670, -2.895762, 3.264481)
H (-1.356146, -3.890420, 0.962745)
H (-1.286382, -4.102143, 2.719347)
H (-2.537180, -4.943745, 1.775844)
H (-3.173655, -2.934488, 4.170443)
H (-4.417393, -3.781261, 3.229250)
H (-4.406615, -2.006636, 3.290635)

Forces on the atoms, in the same order (eV/Å):
C 0.4 -0.3 0.1
C -0.5 0.8 0.0
C 0.1 -0.2 0.1
C -0.2 0.0 0.0
C -0.1 -0.1 0.1
C 0.0 0.8 0.0
C -0.6 -0.3 -0.1
P 0.1 0.0 0.0
C 0.0 0.0 0.1
C -0.1 0.5 0.0
S -0.2 -0.3 -0.2
C 0.2 -0.5 0.1
N -0.1 0.2 -0.3
N 0.0 0.4 -0.1
C 0.1 -0.7 0.7
O 0.0 0.2 -0.2
C 0.3 0.3 -0.5
C 0.2 -0.1 0.2
C 0.1 -0.1 -0.1
C 0.0 0.0 -0.2
C -0.1 0.0 0.5
C -0.1 0.1 -0.2
C 0.1 -0.1 -0.4
C 0.1 0.0 0.0
C -0.3 0.0 -0.1
H -0.1 0.1 0.0
H -0.1 -0.1 -0.1
H 0.2 -0.2 0.0
H 0.1 -0.2 -0.1
H 0.1 0.0 0.1
H 0.0 -0.1 -0.2
H 0.1 -0.2 0.1
H 0.3 0.1 0.0
H 0.1 0.0 0.2
H 0.0 0.0 0.0
H 0.1 0.1 0.1
H -0.1 0.0 -0.1
H -0.1 -0.1 -0.1
H -0.1 0.0 0.0
H 0.2 0.0 0.1
H 0.2 -0.3 0.2
H 0.0 0.4 -0.2
H 0.0 -0.2 0.3
H -0.3 0.0 0.1
H -0.1 0.1 0.1
H -0.1 0.1 0.0
H 0.0 0.0 -0.2
H 0.1 -0.1 0.2
H 0.0 0.0 0.2
H 0.2 -0.2 0.0
H 0.0 0.2 0.0
C -0.2 0.2 -0.2
C -0.1 0.0 0.0
O -0.1 0.1 0.0
C 0.0 0.2 -0.1
H -0.1 0.0 0.0
H 0.1 0.1 0.2
H 0.1 0.1 0.0
H 0.0 -0.1 0.1
H 0.1 -0.1 0.0
H 0.0 0.0 0.0
C 0.0 0.2 -0.2
C 0.0 -0.2 0.1
O 0.1 0.0 -0.1
C -0.1 0.2 0.0
H 0.0 0.0 0.0
H 0.0 -0.1 0.0
H 0.0 0.0 0.1
H 0.0 -0.1 0.0
H 0.1 -0.1 0.1
H 0.1 -0.2 0.0

***

Record 2
Molecular formula: C26H39AsCrN4Te
Method: DFT, wB97M-V/def2-TZVPD

Calculated values
charge: +2
2S+1: 5

Positions of all 72 atoms, in Å:
Cr (-0.284807, -0.565417, -0.040948)
C (2.500238, 0.499127, -1.113172)
N (1.495292, -0.572865, -1.299724)
C (2.209416, -1.880960, -1.150272)
C (1.457198, -2.980975, -0.449379)
C (1.612649, -4.298395, -0.847141)
C (1.023936, -5.295804, -0.085820)
C (0.312763, -4.943630, 1.050455)
C (0.195552, -3.600654, 1.359705)
N (0.742155, -2.628239, 0.623170)
C (0.952906, -0.481253, -2.685758)
C (-0.198258, -1.428709, -2.873935)
C (-0.475795, -1.992816, -4.107674)
C (-1.571522, -2.827122, -4.236210)
C (-2.344830, -3.093447, -3.113849)
C (-1.998830, -2.498231, -1.919889)
N (-0.959380, -1.658393, -1.791737)
C (2.061071, 1.892574, -1.501436)
C (3.052010, 2.863622, -1.616959)
C (2.686339, 4.137569, -2.004518)
C (1.349880, 4.396178, -2.280989)
C (0.439300, 3.367323, -2.130681)
N (0.778607, 2.136757, -1.731697)
H (3.383397, 0.247980, -1.715158)
H (2.815774, 0.479370, -0.065166)
H (3.115859, -1.697679, -0.565358)
H (2.538184, -2.216931, -2.136995)
H (2.192553, -4.536484, -1.726967)
H (1.125599, -6.333744, -0.371410)
H (-0.144060, -5.687803, 1.684245)
H (-0.353477, -3.290519, 2.241923)
H (1.749574, -0.687309, -3.408051)
H (0.604512, 0.541656, -2.851155)
H (0.166105, -1.778234, -4.950139)
H (-1.810174, -3.274779, -5.190090)
H (-3.193501, -3.757802, -3.156098)
H (-2.560192, -2.725501, -1.021440)
H (4.087216, 2.619491, -1.420374)
H (3.431535, 4.913775, -2.108589)
H (1.021754, 5.367179, -2.618532)
H (-0.609077, 3.525430, -2.346518)
C (1.403512, 3.747236, 2.823720)
C (1.363965, 2.908491, 1.549937)
As (0.114094, 1.405958, 1.623756)
C (0.360616, 0.755214, 3.456484)
C (0.417040, -0.757996, 3.591108)
C (-1.565755, 2.408035, 1.612301)
C (-1.961017, 2.789075, 0.194671)
H (1.918048, 4.686528, 2.621869)
H (1.947823, 3.255558, 3.626701)
H (0.412178, 4.002632, 3.199549)
H (2.354962, 2.526262, 1.299336)
H (1.033137, 3.502367, 0.694814)
H (-0.421845, 1.197469, 4.078574)
H (1.300768, 1.187884, 3.798473)
H (-0.515763, -1.237145, 3.283583)
H (0.598498, -1.044112, 4.626490)
H (1.213969, -1.188238, 2.982407)
H (-1.420726, 3.294989, 2.232922)
H (-2.336242, 1.806234, 2.093554)
H (-1.197546, 3.393504, -0.288514)
H (-2.884880, 3.367701, 0.186320)
H (-2.117878, 1.906411, -0.434943)
C (-4.252997, -0.295119, 0.446442)
Te (-2.647021, -1.350617, 1.336600)
C (-2.985629, -0.616594, 3.298337)
H (-4.065146, 0.772297, 0.502557)
H (-5.147803, -0.569426, 0.997513)
H (-4.343867, -0.609689, -0.589675)
H (-3.328059, -1.449423, 3.904201)
H (-3.762432, 0.138194, 3.216304)
H (-2.081473, -0.188013, 3.708936)

Forces on the atoms, in the same order (eV/Å):
Cr 0.3 -0.2 -0.1
C 0.0 0.0 0.0
N -0.3 0.0 -0.3
C 0.1 0.1 0.0
C 0.1 0.0 0.0
C 0.0 0.0 0.1
C 0.0 0.0 0.0
C 0.1 0.1 0.0
C 0.0 0.0 0.0
N -0.1 0.1 -0.1
C -0.1 -0.3 -0.2
C 0.2 0.1 0.0
C 0.0 0.0 0.0
C 0.0 0.0 0.1
C 0.1 0.0 0.0
C 0.0 -0.1 0.0
N 0.0 0.0 0.0
C 0.4 0.0 0.1
C -0.1 0.0 -0.1
C 0.0 0.1 0.0
C 0.0 -0.1 0.0
C 0.1 0.1 0.0
N -0.1 0.3 0.2
H 0.0 0.1 0.0
H 0.0 0.0 0.0
H -0.1 0.0 0.0
H 0.0 0.0 0.1
H 0.0 0.0 0.0
H 0.0 0.0 0.0
H 0.0 0.0 0.0
H 0.0 0.0 0.0
H 0.0 0.0 0.0
H 0.0 -0.4 0.0
H 0.0 0.0 0.0
H 0.0 0.0 0.0
H 0.0 0.0 0.0
H 0.0 0.0 -0.1
H 0.0 0.0 0.0
H 0.0 0.0 0.0
H 0.0 0.1 0.0
H 0.0 0.0 0.0
C 0.0 0.1 0.0
C 0.0 0.0 -0.2
As -0.1 -0.2 0.1
C 0.0 0.2 0.1
C 0.0 -0.2 -0.1
C 0.1 0.1 0.2
C -0.2 0.0 -0.1
H 0.0 0.0 0.0
H 0.0 0.0 0.0
H 0.0 0.0 0.0
H 0.0 0.0 0.0
H 0.0 0.0 0.0
H 0.0 0.0 0.0
H 0.0 0.0 0.0
H 0.2 0.0 0.0
H 0.0 0.0 0.0
H 0.0 0.1 0.0
H -0.1 0.0 0.0
H 0.0 -0.1 0.0
H 0.0 0.0 0.1
H 0.0 0.0 0.0
H 0.0 0.0 0.0
C 0.0 0.0 0.0
Te 0.0 -0.1 -0.2
C -0.1 0.1 0.0
H 0.0 0.0 0.0
H -0.1 0.0 -0.1
H 0.0 0.0 0.0
H 0.0 0.0 0.0
H -0.1 0.0 0.1
H -0.1 0.1 0.1

***

Record 3
Molecular formula: C26H39AsN3O6S2Si3W
Method: DFT, wB97M-V/def2-TZVPD

Calculated values
energy relative to the best compared isomer or geometry (same formula, charge and spin): 146.9 kJ/mol
charge: +1
2S+1: 3

Positions of all 81 atoms, in Å:
W (0.774698, -0.668186, 0.507276)
O (-0.802661, -0.373867, 4.279928)
C (-0.097863, -0.351561, 3.309283)
O (-0.501637, -0.217021, 2.047814)
C (1.382429, -0.522644, 3.415206)
C (2.049789, -0.974979, 4.531648)
C (3.390381, -1.327002, 4.394379)
C (4.001576, -1.279272, 3.147608)
C (3.263593, -0.799365, 2.085823)
N (2.012636, -0.352956, 2.245297)
C (3.676445, -0.884458, 0.649507)
O (4.774563, -1.255598, 0.344079)
O (2.696210, -0.526989, -0.180452)
H (1.501661, -1.086404, 5.456118)
H (3.939449, -1.697737, 5.249489)
H (5.005329, -1.635305, 2.966513)
O (-3.078278, -3.280577, 0.482297)
C (-2.429468, -3.807790, 1.531574)
C (-3.189413, -4.534075, 2.445102)
C (-2.598636, -5.083813, 3.562279)
C (-1.231262, -4.924878, 3.805767)
C (-0.470068, -4.215927, 2.911164)
C (-1.045740, -3.655026, 1.757342)
C (-0.178640, -2.935365, 0.851046)
O (1.058807, -2.746902, 1.112463)
N (-0.704262, -2.261986, -0.223159)
N (0.359207, -1.957006, -1.153284)
C (0.059441, -2.280041, -2.365596)
S (1.184332, -1.935433, -3.646103)
C (0.434656, -3.133491, -4.793507)
C (-1.061619, -3.139021, -4.562682)
S (-1.369475, -3.174702, -2.768730)
H (-2.457113, -2.748851, -0.050392)
H (-4.248516, -4.639901, 2.255689)
H (-3.205380, -5.642310, 4.262520)
H (-0.779380, -5.354911, 4.688084)
H (0.591863, -4.082826, 3.067775)
H (0.878453, -4.109676, -4.605430)
H (0.677724, -2.819791, -5.807436)
H (-1.527882, -4.029868, -4.981026)
H (-1.537571, -2.256588, -4.986289)
C (-1.254164, 0.657128, -3.990248)
Si (-1.625535, 1.781445, -2.559955)
C (-1.502707, 3.550958, -3.124345)
C (-3.303009, 1.371769, -1.859378)
As (-0.088127, 1.536573, -0.749625)
Si (-1.092606, 2.742547, 1.067536)
C (-1.716062, 4.423249, 0.540121)
C (0.226750, 2.921742, 2.392613)
C (-2.563661, 1.738020, 1.659809)
Si (2.020558, 2.518763, -1.175916)
C (1.717167, 4.289946, -1.712944)
C (2.768977, 1.575358, -2.607900)
C (3.122978, 2.619936, 0.328494)
H (-1.913999, 0.941784, -4.814648)
H (-1.477169, -0.374740, -3.718785)
H (-0.224072, 0.723141, -4.338237)
H (-2.311229, 3.716000, -3.844016)
H (-0.565278, 3.746371, -3.648021)
H (-1.624040, 4.275163, -2.323665)
H (-4.000611, 1.196887, -2.682533)
H (-3.702721, 2.186739, -1.256835)
H (-3.270885, 0.468607, -1.248895)
H (-0.954389, 5.079179, 0.122733)
H (-2.104676, 4.910375, 1.440005)
H (-2.545593, 4.341183, -0.160618)
H (0.486249, 3.971638, 2.542915)
H (1.145758, 2.385605, 2.152617)
H (-0.161133, 2.535689, 3.337253)
H (-3.499459, 2.216608, 1.366459)
H (-2.547996, 1.671446, 2.749318)
H (-2.558869, 0.719268, 1.278306)
H (1.343896, 4.339379, -2.738578)
H (2.655706, 4.848665, -1.682344)
H (1.006133, 4.803035, -1.066421)
H (1.992709, 1.264366, -3.312852)
H (3.325335, 0.697076, -2.285998)
H (3.448173, 2.240402, -3.147370)
H (2.695930, 3.270249, 1.092896)
H (4.026185, 3.122870, -0.033561)
H (3.427114, 1.679708, 0.773597)

Forces on the atoms, in the same order (eV/Å):
W 0.2 -0.7 -0.7
O -0.2 0.1 -0.1
C -0.3 0.1 0.1
O 0.7 -0.3 -0.2
C 0.3 0.2 -0.3
C 0.1 0.1 0.0
C 0.0 0.0 0.1
C -0.1 0.2 0.0
C -0.2 0.3 0.2
N -0.3 -0.9 -0.2
C 0.2 0.1 -0.2
O -0.1 0.1 -0.3
O -0.4 -0.2 0.5
H 0.0 0.0 0.0
H 0.0 0.0 0.0
H 0.0 0.0 0.0
O 0.0 0.0 0.0
C 0.1 0.1 -0.1
C -0.1 -0.1 0.1
C 0.0 0.1 -0.1
C 0.1 0.0 0.0
C 0.0 -0.1 0.1
C -0.1 0.0 -0.1
C 0.0 0.1 0.3
O 0.1 0.2 0.2
N 0.2 0.3 0.0
N -1.1 0.3 0.4
C 0.8 0.0 -0.1
S -0.1 0.0 0.0
C 0.1 0.0 0.0
C 0.0 0.0 0.1
S 0.0 0.0 -0.1
H 0.0 0.0 0.0
H 0.0 0.0 0.0
H 0.0 0.0 0.0
H 0.0 0.0 0.0
H 0.0 0.0 0.0
H 0.0 0.0 0.0
H 0.0 0.0 0.0
H 0.0 0.0 0.0
H 0.0 0.0 0.0
C 0.0 -0.1 0.0
Si 0.0 0.1 0.1
C -0.1 -0.1 -0.2
C 0.1 0.0 0.0
As 0.3 -0.3 0.8
Si -0.2 -0.1 0.1
C 0.1 0.0 0.1
C 0.0 0.0 -0.1
C -0.1 0.1 -0.1
Si 0.1 0.5 -0.4
C 0.0 -0.1 -0.1
C 0.0 0.1 0.0
C 0.0 0.2 -0.1
H 0.0 0.0 0.0
H 0.0 0.0 0.0
H 0.0 0.0 0.0
H 0.0 0.0 0.0
H 0.0 0.0 0.1
H 0.1 0.1 0.1
H 0.0 0.0 0.0
H 0.0 0.0 0.1
H 0.0 0.0 0.0
H 0.0 0.0 -0.1
H 0.0 0.0 0.0
H 0.0 0.0 -0.1
H 0.0 0.0 0.0
H -0.1 0.0 0.1
H 0.0 0.0 0.0
H 0.0 0.0 0.0
H 0.0 0.0 0.0
H 0.0 0.0 0.0
H 0.0 0.0 0.1
H 0.0 0.0 0.0
H 0.0 0.0 0.0
H 0.0 0.0 0.0
H 0.0 0.0 0.0
H 0.0 0.0 0.0
H 0.0 0.0 0.0
H 0.0 -0.1 0.0
H 0.0 0.0 0.0

***

no.,electronic energy (eV)
1,-56822.9265
2,-130096.1936
3,-152318.1991